Record 1
Density functional theory data (ωB97M-V with the def2-TZVPD basis set) for a molecular structure, C24H44N2OP2RuSi in a non-equilibrium geometry.

XYZ file:
```
75
Properties=species:S:1:pos:R:3
H -2.4811 1.6267 4.0024
C 0.1543 -4.6804 0.3713
H 2.7336 -0.0111 4.5033
C 3.4257 -1.2682 0.5383
C -3.3056 0.5863 -1.5658
C 2.2293 1.9459 1.1564
H -0.1191 4.2179 -4.0766
C 0.0454 -3.2585 0.9304
Ru -0.2797 -0.5130 -0.3106
H 0.5726 3.3292 3.3513
H 1.9492 -3.4075 -1.3922
H -1.6808 -3.5654 2.2232
C 3.3153 2.2325 1.9775
H 2.6207 1.2544 -1.3875
H -0.1892 -0.7834 -4.3611
P -2.5745 -0.7409 -0.5386
C 2.9196 0.2861 -1.7999
H 4.2659 1.8494 3.8791
H -3.1177 0.3418 -2.6225
H -2.8346 1.5489 -1.3452
P 2.1783 -1.0493 -0.7908
C -0.1760 0.9618 -3.0689
H -0.0874 -3.7842 2.9926
C -0.1394 1.0800 -5.4884
C 1.2617 0.9945 1.5885
C 1.5245 0.2021 2.7396
C -1.6611 1.0739 3.5201
C -0.1566 2.3877 -2.9940
H -0.8314 1.0063 4.2395
H 1.1454 -4.8104 -0.0828
Si -1.1340 2.0466 2.0052
H -2.9989 3.5339 1.5823
C 3.4603 1.5690 3.2030
C 2.5972 0.5275 3.5640
H -2.7284 -2.2023 -2.4595
C -0.1714 0.3071 -4.3414
H -0.6946 -2.1447 2.6789
H -3.3637 0.0375 1.6488
H -0.6018 -4.8881 -0.3984
H 3.4882 -2.7253 -2.0086
H 4.0262 3.0101 1.6808
H -2.6759 -3.1421 -0.9380
H 2.5442 0.2033 -2.8264
N -0.1832 0.2661 -1.9313
C -3.4408 -0.8845 1.0650
H 4.0156 0.2325 -1.7993
H -4.5057 -1.1188 0.9083
H 1.0793 -2.8815 1.0771
H -2.2351 3.0951 0.0419
C -0.1323 3.1299 -4.1542
C -2.5791 2.6925 1.0060
O -0.5627 -2.4792 -0.0571
H -4.3884 0.6728 -1.4002
H -4.2045 -2.3539 -1.4516
H 3.0123 -1.9427 1.2981
C 2.4195 -2.5238 -1.8473
H 0.8208 -0.6063 2.9585
H 0.2318 4.1304 1.8025
H 3.6330 -0.3002 1.0018
C -0.2189 3.5584 2.6246
H -0.0924 3.0740 -6.3170
H 4.3695 -1.6855 0.1475
H -2.9711 -1.7058 1.6280
H 0.0406 -5.4076 1.1802
H -3.3839 1.9668 0.8269
H 2.0344 2.4695 0.2140
H 1.9460 -2.3357 -2.8210
H -0.1290 0.5947 -6.4649
H -0.1448 2.8347 -1.9975
C -3.1080 -2.2585 -1.4289
H -0.9527 4.2150 3.1179
H -2.0199 0.0610 3.2831
N -0.0290 0.9898 1.0258
C -0.6567 -3.1687 2.2827
C -0.1193 2.4837 -5.3989
```

Results
Highest occupied orbital energy (spin up / spin down) = -5.8 / -7.4 eV
HOMO-LUMO gap (spin up / spin down) = 6.503 / 6.913 eV
Spin multiplicity = 5
ΔE to the lowest compared entry with this formula, charge and spin = 0.000 eV
E_tot = -59665.7726 eV
Net charge = 0

Per-atom Löwdin charges, elementary charge units:
1. H 0.04
2. C -0.05
3. H 0.10
4. C -0.25
5. C -0.25
6. C -0.10
7. H 0.10
8. C -0.59
9. Ru 1.06
10. H 0.04
11. H 0.02
12. H 0.08
13. C -0.10
14. H 0.02
15. H 0.10
16. P 0.77
17. C -0.25
18. H 0.09
19. H 0.05
20. H 0.01
21. P 0.81
22. C -0.43
23. H 0.08
24. C -0.10
25. C -0.47
26. C -0.08
27. C -0.18
28. C -0.05
29. H 0.03
30. H 0.06
31. Si 0.41
32. H 0.04
33. C -0.11
34. C -0.09
35. H 0.05
36. C -0.05
37. H 0.05
38. H 0.00
39. H 0.08
40. H 0.05
41. H 0.10
42. H 0.03
43. H 0.04
44. N -0.20
45. C -0.24
46. H 0.05
47. H 0.06
48. H 0.09
49. H 0.03
50. C -0.10
51. C -0.18
52. O -0.49
53. H 0.05
54. H 0.05
55. H 0.03
56. C -0.24
57. H 0.09
58. H 0.04
59. H 0.02
60. C -0.17
61. H 0.10
62. H 0.05
63. H 0.03
64. H 0.07
65. H 0.00
66. H 0.10
67. H 0.04
68. H 0.10
69. H 0.10
70. C -0.24
71. H 0.03
72. H 0.01
73. N -0.27
74. C -0.07
75. C -0.10

Record 2
Density functional theory data (ωB97M-V with the def2-TZVPD basis set) for 2 unconnected molecules or ions with the total composition C5H14N2O in a non-equilibrium geometry.

XYZ file:
```
22
Properties=species:S:1:pos:R:3
H -0.5262 0.4779 2.2837
N -0.9606 -1.8770 -0.7123
N 0.2293 -1.1022 -0.6403
H 0.8520 2.5195 0.7792
H -0.2031 1.7676 -1.1900
C 1.1677 -0.6587 -1.9178
C -0.5174 1.2456 -0.2818
C 0.0144 1.8394 0.8472
H 0.0907 1.7943 3.1241
H 1.9550 -0.9613 0.5689
H 1.5368 0.3524 -1.7354
H -0.8357 -2.7976 -1.1191
H -1.4863 1.7939 2.6402
H 0.5851 -0.7001 -2.8342
H 0.9890 -2.3875 0.9234
H 0.3417 -0.9308 1.4035
C -0.5031 1.5765 2.2256
H -1.6039 -1.3716 -1.3256
H 2.0171 -1.3207 -2.0685
C 0.9423 -1.3514 0.5921
H -2.1819 1.0057 -1.2413
O -1.9028 1.0861 -0.3215
```

Results
Highest occupied orbital energy = -7.3 eV
HOMO-LUMO gap = 7.998 eV
ΔE to the lowest compared entry with this formula, charge and spin = 5.806 eV
E_tot = -10435.2224 eV
Net charge = 0

Per-atom Löwdin charges, elementary charge units:
1. H 0.05
2. N 0.03
3. N -0.33
4. H 0.09
5. H 0.11
6. C -0.01
7. C -0.24
8. C -0.15
9. H 0.07
10. H 0.08
11. H 0.05
12. H 0.07
13. H 0.07
14. H 0.06
15. H 0.07
16. H 0.05
17. C -0.12
18. H 0.07
19. H 0.05
20. C -0.12
21. H 0.09
22. O -0.03

Record 3
Density functional theory data (ωB97M-V with the def2-TZVPD basis set) for a single C5H5NO molecule.

XYZ file:
```
12
Properties=species:S:1:pos:R:3
C 0.2638 0.5200 0.5355
H 0.0434 -1.6647 1.2223
C -1.1949 0.1890 0.7039
O 1.6118 -0.8492 -0.9541
H 0.8820 0.8557 1.3628
C -0.2520 -0.9470 0.4680
H -1.5811 0.2735 1.7158
C 0.2880 -0.9523 -0.9337
H -1.8717 0.4714 -0.0942
H 1.3216 1.4819 -1.3279
N -0.2418 -0.0222 -1.7467
C 0.7308 0.6439 -0.9517
```

Results
Highest occupied orbital energy = -8.8 eV
HOMO-LUMO gap = 9.019 eV
ΔE to the lowest compared entry with this formula, charge and spin = 6.085 eV
E_tot = -8797.3338 eV
Net charge = 0

Per-atom Löwdin charges, elementary charge units:
1. C -0.13
2. H 0.14
3. C -0.06
4. O 0.04
5. H 0.14
6. C -0.11
7. H 0.11
8. C -0.40
9. H 0.11
10. H 0.15
11. N 0.12
12. C -0.12

Record 4
Density functional theory data (ωB97M-V with the def2-TZVPD basis set) for a molecular structure, C16H33NO2P2Ti in a non-equilibrium geometry.

XYZ file:
```
55
Properties=species:S:1:pos:R:3
Ti 0.0901 -0.1081 -0.0017
H 1.6508 -0.3862 -3.3259
N -0.7432 0.0684 -1.6531
H 0.1593 -1.4413 3.7933
C 2.3808 0.1820 -2.7378
H -2.4795 -1.5763 -5.5798
H -0.0635 -1.6229 0.4817
C -3.3548 1.3907 -0.0509
P -2.3025 0.6069 1.1790
C -2.1154 1.7471 2.5543
H 3.7807 0.2926 0.8429
H -4.0246 -0.5507 2.2482
H -4.2816 1.5932 0.5143
H -2.4751 -1.4010 2.5793
C -1.8696 1.6955 -4.7651
C -1.3471 1.5257 -3.4971
H 3.0834 -1.5141 2.0283
H 2.2914 -2.7126 -1.7416
H -1.5408 -1.8965 -3.2781
H -3.5076 0.6844 -0.8899
H -1.2338 -0.6930 3.4779
H -1.9624 2.7095 -5.1782
H -0.1637 0.4791 4.1112
O 1.5296 0.4467 1.7629
H 3.0984 0.4484 4.3814
H -1.0151 2.3713 -2.8886
C 3.0079 -2.1243 -1.1518
C -1.2259 0.2159 -2.9037
H 3.4961 1.5963 -0.3315
C -1.6429 -0.9003 -3.7188
H 3.9822 -2.1032 -1.6560
C -0.1559 -0.3867 3.4247
P 2.3868 -0.4203 -1.0253
H -2.8505 2.3127 -0.4017
H 2.0873 1.2387 -2.7571
H 2.2944 -2.2413 3.4293
H 1.5721 1.4380 4.1454
C 2.1396 -1.5972 2.5654
H -1.4218 1.4009 3.3214
H -3.2668 -1.5821 0.9940
C -2.2814 0.5877 -5.5243
C -2.1597 -0.7080 -4.9870
O -0.3738 0.2867 1.9820
C -3.0738 -0.8871 1.8221
H -1.6482 2.6583 2.1678
H 1.4394 -2.1127 1.8961
C 3.7142 0.5255 -0.2271
H 3.3883 0.0577 -3.1518
C 1.9543 0.4287 4.1767
H -2.6914 0.7298 -6.5221
C 1.5503 -0.2575 2.8862
H 4.6572 0.2867 -0.7309
H -3.0860 1.8833 3.0062
H 1.5232 -0.0940 5.0576
H 3.1006 -2.5708 -0.1528
```

Results
Highest occupied orbital energy = -5.9 eV
HOMO-LUMO gap = 5.606 eV
E_tot = -64397.0969 eV
Net charge = 0

Per-atom Löwdin charges, elementary charge units:
1. Ti 0.71
2. H 0.05
3. N -0.17
4. H 0.17
5. C -0.27
6. H 0.10
7. H -0.03
8. C -0.28
9. P 0.76
10. C -0.22
11. H 0.03
12. H 0.05
13. H 0.04
14. H 0.03
15. C -0.13
16. C -0.07
17. H 0.07
18. H 0.05
19. H 0.10
20. H 0.05
21. H 0.09
22. H 0.10
23. H 0.09
24. O -0.24
25. H 0.12
26. H 0.09
27. C -0.25
28. C -0.43
29. H 0.06
30. C -0.06
31. H 0.05
32. C -0.16
33. P 0.76
34. H 0.05
35. H 0.05
36. H 0.09
37. H 0.09
38. C -0.05
39. H 0.02
40. H 0.06
41. C -0.13
42. C -0.13
43. O -0.66
44. C -0.22
45. H 0.07
46. H 0.06
47. C -0.26
48. H 0.05
49. C -0.05
50. H 0.09
51. C -0.60
52. H 0.05
53. H 0.05
54. H 0.09
55. H 0.03